#w
# C4H12O2

A 2-piece molecular cluster, C4H12O2 overall (ωB97M-V with the def2-TZVPD basis set, OMol25).

Last column: Mulliken charge in e.
CARTESIAN COORDINATES (ANGSTROEM)
C (0.15, -1.34, 0.24)  -0.54
O (1.55, -1.44, 0.52)  -0.55
C (-0.45, 0.06, 0.22)  -0.51
C (-1.99, 0.14, 0.29)  -0.42
C (-2.51, 1.56, 0.17)  -1.19
H (0.04, -1.70, -0.80)  0.24
H (-0.31, -2.04, 0.95)  0.34
H (1.90, -0.55, 0.44)  0.34
H (-0.16, 0.49, -0.75)  0.32
H (-0.04, 0.76, 0.95)  0.37
H (-2.34, -0.35, 1.20)  0.35
H (-2.33, -0.49, -0.54)  0.29
H (-2.67, 2.04, 1.14)  0.30
H (-3.50, 1.55, -0.31)  0.34
H (-1.84, 2.26, -0.34)  0.34
H (3.49, 1.19, -1.10)  0.29
H (2.50, 0.04, -1.69)  0.34
O (2.62, 0.78, -1.08)  -0.63

HOMO level	-9.839	eV
orbital gap	10.53	eV
SMILES string	CCCCO.O

=====

#x
# C4H12O2

A 3-piece molecular cluster, C4H12O2 overall (ωB97M-V with the def2-TZVPD basis set, OMol25).

Last column: Mulliken charge in e.
CARTESIAN COORDINATES (ANGSTROEM)
C (0.63, -0.45, -0.18)  -1.14
C (0.73, 0.99, 0.25)  0.57
C (-0.37, 1.59, 0.71)  -0.72
C (1.90, 1.79, -0.28)  -1.14
H (-0.33, -0.91, -0.01)  0.36
H (1.40, -1.07, 0.28)  0.27
H (0.84, -0.43, -1.26)  0.27
H (-0.43, 2.65, 0.89)  0.27
H (-1.31, 1.07, 0.74)  0.26
H (1.90, 2.82, 0.07)  0.34
H (1.84, 1.78, -1.35)  0.36
H (2.83, 1.34, 0.08)  0.29
H (-4.79, -3.32, -4.26)  0.32
H (-4.00, -3.83, -3.06)  0.32
O (-4.89, -3.74, -3.40)  -0.64
H (1.81, 0.85, 2.45)  0.36
H (3.14, 1.04, 3.16)  0.31
O (2.30, 0.56, 3.22)  -0.67

HOMO level	-9.621	eV
orbital gap	10.30	eV
SMILES string	C=C(C)C.O.O

=====

#y
# C4H12O2

A 3-piece molecular cluster, C4H12O2 overall (ωB97M-V with the def2-TZVPD basis set, OMol25).

Last column: Mulliken charge in e.
CARTESIAN COORDINATES (ANGSTROEM)
C (-0.24, -1.85, 1.57)  -0.98
C (1.15, -1.47, 1.99)  -0.46
C (1.20, -0.03, 2.11)  -0.02
C (0.66, 0.75, 1.15)  -0.97
H (-0.60, -1.29, 0.76)  0.32
H (-0.30, -2.90, 1.25)  0.31
H (-0.90, -2.02, 2.48)  0.25
H (1.87, -1.84, 1.30)  0.25
H (1.50, -1.85, 2.97)  0.28
H (1.77, 0.41, 2.88)  0.37
H (0.50, 1.75, 1.25)  0.29
H (0.33, 0.42, 0.26)  0.34
H (-2.95, 2.44, -1.67)  0.30
H (-2.62, 3.83, -1.97)  0.32
O (-2.80, 2.97, -2.42)  -0.63
H (0.17, -1.05, -3.71)  0.31
H (1.50, -0.70, -3.33)  0.27
O (0.69, -0.66, -3.01)  -0.57

HOMO level	-9.114	eV
orbital gap	9.90	eV
SMILES string	C=CCC.O.O

=====

#z
# C4H12O2

A 2-piece molecular cluster, C4H12O2 overall (ωB97M-V with the def2-TZVPD basis set, OMol25).

Last column: Mulliken charge in e.
CARTESIAN COORDINATES (ANGSTROEM)
O (0.35, -0.37, 0.95)  -0.52
C (0.37, 2.55, 0.38)  -1.13
C (-0.97, -0.90, -0.93)  -1.30
C (-0.67, 1.48, -0.11)  -0.48
C (-0.02, 0.11, -0.31)  0.36
H (1.02, 0.21, 1.37)  0.32
H (1.29, 2.59, -0.22)  0.30
H (0.63, 2.21, 1.40)  0.32
H (-0.06, 3.56, 0.45)  0.32
H (-0.44, -1.86, -1.06)  0.25
H (-1.31, -0.56, -1.92)  0.38
H (-1.86, -1.08, -0.29)  0.33
H (-1.42, 1.21, 0.67)  0.26
H (-1.23, 1.80, -1.01)  0.35
H (0.86, 0.31, -0.95)  0.22
O (1.39, -3.98, 0.76)  -0.66
H (1.02, -3.09, 0.95)  0.34
H (1.07, -4.20, -0.14)  0.32

HOMO level	-10.345	eV
orbital gap	11.17	eV
SMILES string	CC[C@H](C)O.O

=====

Which is the most stable structure? #z is the most stable.

=====

#w
# H19O9

H19O9 as an isolated structure (ωB97M-V with the def2-TZVPD basis set, OMol25).

Last column: Mulliken charge in e.
CARTESIAN COORDINATES (ANGSTROEM)
O (-0.08, 1.03, -3.72)  -0.62
H (3.11, -2.39, -0.07)  0.27
H (-1.82, -1.24, 0.25)  0.33
O (0.13, 0.84, -0.90)  -0.57
H (-3.55, 0.25, -2.30)  0.27
O (0.97, -1.92, 1.72)  -0.67
H (0.90, 0.52, -0.17)  0.48
H (1.77, -2.47, 1.86)  0.31
O (1.88, 0.16, 0.60)  -0.52
H (1.74, -0.43, 1.35)  0.35
H (2.80, 0.00, 0.38)  0.32
O (-0.85, -0.27, 2.50)  -0.59
H (-1.05, 0.31, 1.74)  0.31
H (-1.15, -0.01, 3.37)  0.27
O (-3.09, 0.88, -1.91)  -0.50
H (0.49, -1.63, 2.59)  0.38
H (-3.48, 1.53, -1.55)  0.24
O (-1.18, 3.08, 2.15)  -0.58
H (0.67, 1.36, -4.22)  0.32
H (-1.51, 3.95, 1.85)  0.31
O (3.62, -2.84, -0.65)  -0.60
H (3.44, -2.66, -1.57)  0.32
H (-1.46, 3.05, 3.02)  0.28
O (-1.13, -1.45, -0.35)  -0.65
H (-0.62, -2.07, 0.21)  0.31
H (-0.61, 0.01, -0.88)  0.49
H (-0.66, 1.71, -3.64)  0.30
H (0.72, 0.71, -1.69)  0.42

HOMO level	-14.726	eV
orbital gap	11.66	eV
net charge	+1

=====

#x
# H19O9

H19O9 as an isolated structure (ωB97M-V with the def2-TZVPD basis set, OMol25).

Last column: Mulliken charge in e.
CARTESIAN COORDINATES (ANGSTROEM)
O (-0.15, -1.45, 0.98)  -0.58
H (-1.18, -1.55, 0.67)  0.45
H (0.35, 0.85, -1.06)  0.39
O (-2.94, 1.07, -0.27)  -0.53
H (-3.50, 0.28, -0.15)  0.28
O (3.32, -1.85, 0.43)  -0.64
H (-2.88, -2.63, 0.07)  0.34
H (2.43, -1.65, 0.76)  0.31
O (-2.12, -2.41, -0.49)  -0.62
H (3.57, -1.90, -0.57)  0.35
H (-3.47, 1.78, -0.10)  0.27
O (1.32, 1.68, -2.23)  -0.66
H (1.09, -1.23, -3.83)  0.30
H (1.39, 2.41, -1.54)  0.32
O (1.07, -0.47, -3.15)  -0.56
H (1.68, 0.10, -3.57)  0.28
H (1.19, 2.24, -3.02)  0.32
O (-0.94, 1.52, 2.39)  -0.59
H (0.43, -1.97, 0.31)  0.40
H (-1.84, 1.29, 2.29)  0.30
O (1.47, 0.71, 3.15)  -0.57
H (-2.52, -1.97, -1.10)  0.28
H (-1.07, 2.29, 3.05)  0.29
O (-0.25, 0.54, -0.35)  -0.57
H (2.27, 0.18, 3.32)  0.30
H (2.07, 1.47, 3.42)  0.29
H (-0.01, -0.49, 0.39)  0.57
H (-0.80, 1.16, 0.20)  0.30

HOMO level	-13.961	eV
orbital gap	10.79	eV
net charge	+1

=====

Which is the most stable structure? #w is the most stable.

=====

#w
# C21H23N3O4

C21H23N3O4 as an isolated structure (ωB97M-V with the def2-TZVPD basis set, OMol25).

Last column: Mulliken charge in e.
CARTESIAN COORDINATES (ANGSTROEM)
C (-2.78, -4.73, 0.75)  -0.97
O (-2.26, -3.42, 0.93)  -0.44
C (-2.78, -2.29, 0.18)  1.04
C (-2.42, -1.15, 0.53)  -0.84
C (-2.92, -0.19, -0.28)  2.63
C (-3.96, -0.29, -1.10)  -0.46
C (-4.47, -1.58, -1.33)  -0.77
C (-3.91, -2.53, -0.93)  -0.78
H (-4.30, -3.51, -1.16)  0.37
H (-5.07, -1.63, -2.29)  0.19
N (-4.29, 1.23, -1.65)  0.06
C (-3.64, 2.09, -1.12)  -0.42
C (-2.70, 1.23, -0.16)  0.14
C (-1.85, 2.29, 0.85)  0.44
O (-1.88, 3.41, 0.65)  -0.53
C (-1.04, 1.45, 1.93)  -0.75
N (-0.01, 0.43, 1.18)  0.44
C (0.70, 1.25, 0.21)  -0.68
H (0.20, 1.58, -0.81)  0.30
C (1.93, 0.55, -0.18)  -1.11
N (2.80, 0.32, 0.74)  0.42
C (4.04, 0.09, 0.93)  0.50
O (4.83, 0.01, 1.84)  -0.65
C (4.73, -0.18, -0.36)  0.33
C (6.14, -0.19, -1.00)  -0.64
C (6.38, -0.60, -2.15)  -0.27
C (5.05, -0.83, -2.65)  -0.51
O (4.16, -0.25, -1.73)  -0.25
H (4.59, -0.85, -3.53)  0.44
H (7.25, -0.81, -2.60)  0.56
H (6.92, -0.15, -0.07)  0.19
C (2.19, 0.37, 2.00)  -1.35
C (0.84, -0.13, 2.05)  -0.67
H (0.85, -1.33, 1.62)  0.20
H (0.32, -0.28, 3.02)  0.54
H (2.22, 1.64, 2.51)  0.18
H (2.86, -0.16, 2.66)  0.54
H (2.48, 1.07, -0.83)  0.95
H (1.62, -0.42, -0.69)  0.10
H (0.95, 2.43, 0.59)  0.32
H (-0.37, 2.19, 2.55)  0.45
H (-1.73, 0.97, 2.71)  0.38
C (-3.79, 3.38, -1.34)  -1.64
H (-2.77, 3.73, -1.54)  0.35
H (-4.22, 4.03, -0.60)  0.26
H (-4.18, 3.48, -2.26)  0.49
H (-4.80, 1.08, -2.37)  -0.07
H (-1.60, -1.20, 1.37)  -0.10
H (-3.88, -4.76, 0.73)  0.37
H (-2.72, -4.96, -0.32)  0.36
H (-2.26, -5.31, 1.31)  0.34

HOMO level	-7.125	eV
orbital gap	7.33	eV

=====

#x
# C21H23N3O4

One molecule with the formula C21H23N3O4 (ωB97M-V with the def2-TZVPD basis set, OMol25).

Last column: Mulliken charge in e.
CARTESIAN COORDINATES (ANGSTROEM)
C (6.08, 0.28, -0.07)  -0.69
O (5.24, -0.78, 0.31)  -0.39
C (3.95, -0.39, 0.72)  -0.70
C (3.03, -0.03, -0.46)  -0.23
N (1.79, 0.58, 0.00)  0.14
C (1.62, 1.90, -0.19)  0.54
O (2.43, 2.62, -0.73)  -0.67
C (0.30, 2.44, 0.26)  0.47
N (0.05, 2.85, 1.47)  -0.63
O (-1.23, 3.30, 1.50)  -0.15
C (-1.77, 3.16, 0.28)  0.02
C (-0.84, 2.62, -0.57)  0.06
H (-0.95, 2.39, -1.61)  0.53
C (-3.22, 3.47, 0.08)  -0.61
O (-3.81, 2.57, -0.83)  -0.49
C (-3.69, 1.23, -0.59)  0.09
C (-3.26, 0.66, 0.58)  -0.15
C (-3.13, -0.74, 0.68)  0.78
C (-2.67, -1.37, 1.85)  -0.38
C (-2.55, -2.74, 1.87)  -0.55
C (-2.90, -3.46, 0.71)  -0.38
N (-3.34, -2.90, -0.39)  -0.65
C (-3.46, -1.56, -0.42)  0.11
C (-3.94, -0.95, -1.61)  -0.61
C (-4.05, 0.40, -1.69)  -0.61
H (-4.40, 0.89, -2.58)  0.46
H (-4.20, -1.59, -2.44)  0.46
H (-2.82, -4.53, 0.69)  0.39
H (-2.20, -3.26, 2.74)  0.40
H (-2.40, -0.78, 2.72)  0.42
H (-3.01, 1.26, 1.45)  0.49
H (-3.73, 3.46, 1.06)  0.31
H (-3.35, 4.46, -0.37)  0.41
C (0.83, -0.30, 0.62)  -0.64
H (-0.06, 0.26, 0.90)  0.33
C (0.47, -1.44, -0.33)  0.15
C (1.73, -2.20, -0.72)  -0.84
C (2.73, -1.24, -1.36)  -1.14
H (3.68, -1.75, -1.55)  0.37
H (2.33, -0.89, -2.31)  0.43
H (2.16, -2.67, 0.16)  0.35
H (1.48, -2.99, -1.43)  0.40
H (-0.25, -2.11, 0.16)  -0.14
H (-0.01, -1.03, -1.22)  0.30
H (1.27, -0.72, 1.54)  0.06
H (3.53, 0.74, -1.06)  0.66
H (3.56, -1.25, 1.27)  0.29
H (4.00, 0.47, 1.40)  0.38
H (7.06, -0.16, -0.25)  0.27
H (6.16, 1.03, 0.73)  0.31
H (5.74, 0.78, -0.98)  0.28

HOMO level	-8.752	eV
orbital gap	8.82	eV
SMILES string	COC[C@H]1CCCCN1C(=O)c1cc(COc2ccc3ncccc3c2)on1

=====

Which is the most stable structure? #x is the most stable.

=====

#w
# C3H8FNS

One molecule with the formula C3H8FNS (ωB97M-V with the def2-TZVPD basis set, OMol25).

Last column: Mulliken charge in e.
CARTESIAN COORDINATES (ANGSTROEM)
C (-0.04, -0.32, 0.39)  -0.09
C (0.73, 1.03, 0.82)  -0.56
C (-1.49, -0.12, -0.23)  -0.37
H (0.13, -1.75, -1.03)  0.18
H (1.66, -1.30, -0.22)  0.21
H (-0.29, -0.84, 1.30)  0.30
H (1.61, 0.68, 1.39)  0.30
H (0.10, 1.66, 1.45)  0.39
H (1.04, 0.66, -1.46)  0.21
H (-2.03, 0.38, 0.58)  0.29
H (-1.49, 0.53, -1.11)  0.25
N (0.70, -1.10, -0.55)  -0.55
F (-1.98, -1.30, -0.63)  -0.30
S (1.35, 1.78, -0.70)  -0.27

HOMO level	-8.740	eV
orbital gap	9.73	eV
SMILES string	N[C@H](CF)CS

=====

#x
# C3H8FNS

One molecule with the formula C3H8FNS (ωB97M-V with the def2-TZVPD basis set, OMol25).

Last column: Mulliken charge in e.
CARTESIAN COORDINATES (ANGSTROEM)
C (-2.11, -0.06, -0.19)  -1.31
C (0.37, -0.17, 0.23)  -0.69
C (-0.85, -0.89, -0.32)  0.38
N (3.01, 0.18, 0.33)  -0.54
F (-1.03, -2.07, 0.38)  -0.32
S (1.92, -0.97, -0.33)  -0.05
H (-2.25, 0.25, 0.84)  0.33
H (-2.04, 0.82, -0.82)  0.37
H (-2.97, -0.65, -0.50)  0.34
H (0.36, -0.19, 1.32)  0.34
H (0.40, 0.86, -0.12)  0.35
H (-0.68, -1.19, -1.36)  0.29
H (3.60, -0.26, 1.03)  0.26
H (3.59, 0.58, -0.39)  0.25

HOMO level	-8.802	eV
orbital gap	9.56	eV
SMILES string	C[C@H](F)CSN

=====

Which is the most stable structure? #x is the most stable.

=====

#w
# C9H11NO2

One molecule with the formula C9H11NO2 (ωB97M-V with the def2-TZVPD basis set, OMol25).

Last column: Mulliken charge in e.
CARTESIAN COORDINATES (ANGSTROEM)
C (-0.07, -0.07, 2.89)  -0.28
C (-0.74, -1.12, 2.10)  -0.58
C (0.72, 0.97, 2.40)  -0.63
C (-0.71, -0.96, 0.77)  0.42
C (0.26, 0.24, 0.26)  -0.40
C (-1.23, -1.62, -0.48)  -0.63
C (-0.17, -1.20, -1.55)  -1.24
C (0.35, 0.21, -1.23)  1.69
C (-0.30, 1.46, -1.83)  -1.85
N (1.03, 1.02, 1.01)  0.58
O (1.96, 1.77, 0.59)  -0.77
O (1.66, 0.26, -1.75)  -0.61
H (-0.26, -0.19, 4.01)  0.27
H (-1.37, -1.95, 2.52)  0.38
H (1.22, 1.75, 3.06)  0.36
H (-1.16, -2.67, -0.38)  0.42
H (-2.14, -1.05, -0.66)  0.29
H (0.66, -2.00, -1.53)  0.29
H (-0.39, -1.18, -2.52)  0.53
H (-0.35, 1.43, -2.94)  0.39
H (0.07, 2.37, -1.54)  0.45
H (-1.29, 1.52, -1.68)  0.52
H (2.23, 0.99, -1.52)  0.38

HOMO level (alpha / beta)	-8.607 / -8.608	eV
orbital gap (alpha / beta)	9.31 / 9.31	eV
SMILES string	C[C@]1(O)CCc2ccc[n+]([O-])c21

=====

#x
# C9H11NO2

One molecule with the formula C9H11NO2 (ωB97M-V with the def2-TZVPD basis set, OMol25).

Last column: Mulliken charge in e.
CARTESIAN COORDINATES (ANGSTROEM)
C (0.90, 2.09, 0.04)  0.54
C (-0.26, 1.88, 0.93)  -0.91
C (-0.51, 0.41, 0.63)  0.60
C (-1.37, -0.61, 1.28)  -1.30
C (-1.12, -1.93, 0.93)  0.80
C (-0.25, -2.21, -0.28)  -0.86
C (0.21, -1.19, -0.96)  0.39
C (0.28, 0.06, -0.44)  0.67
C (0.85, 1.12, -1.15)  -1.11
H (2.06, 3.66, -0.97)  0.26
H (0.56, 4.42, 0.06)  0.22
H (1.82, 1.85, 0.84)  0.10
H (-1.07, 2.66, 0.77)  0.30
H (-0.23, 2.03, 2.13)  0.23
H (-1.59, -0.38, 2.29)  0.24
H (-1.55, -2.42, 2.84)  0.34
H (-0.12, -3.28, -0.28)  0.41
H (0.84, -0.47, -3.01)  0.35
H (0.34, 1.77, -2.08)  0.22
H (1.90, 0.96, -1.43)  0.37
N (0.99, 3.54, -0.55)  -0.68
O (-1.14, -2.92, 1.96)  -0.55
O (0.85, -1.24, -2.37)  -0.62

HOMO level	-8.461	eV
orbital gap	9.04	eV
SMILES string	N[C@H]1Cc2cc(O)cc(O)c2C1

=====

Which is the most stable structure? #w is the most stable.